No. 1
CH4N2OS2 | the ωB97M-V functional and the def2-TZVPD basis

Geometry as ORCA input:
```
! wB97M-V def2-TZVPD RIJCOSX def2/J DEFGRID3
* xyz 0 1
C -1.397 0.237 -0.119
N -0.054 -0.213 0.281
N 1.739 -0.027 0.490
O -2.266 -0.783 0.056
S -1.737 1.791 -0.466
S -3.810 -0.745 0.314
H -4.135 0.530 -0.060
H -0.116 -1.231 0.347
H 1.818 0.005 1.499
H 1.762 0.818 -0.065
*
```

The calculation puts the LUMO energy at -0.68 eV. As for the largest force on an atom: 5.10 eV/Å. The energy above the lowest of the compared OMol25 structures with the same formula, charge and spin comes out at 106.0 kcal/mol.

Table of Mulliken atomic charges, one value per atom, all in e: number 1, C, carries 0.342; number 2, N, carries -0.294; number 3, N, carries -0.338; number 4, O, carries -0.222; number 5, S, carries -0.390; number 6, S, carries -0.018; number 7, H, carries 0.111; number 8, H, carries 0.265; number 9, H, carries 0.274; number 10, H, carries 0.270


No. 2
C21H33AuIN5OSi | the ωB97M-V functional and the def2-TZVPD basis

Geometry as ORCA input:
```
! wB97M-V def2-TZVPD RIJCOSX def2/J DEFGRID3
* xyz -2 3
C 2.108 0.726 -5.410
I 3.577 0.825 -3.305
H 2.342 1.771 -5.711
H 1.014 0.559 -5.493
H 2.705 0.038 -5.996
C 3.178 0.628 1.660
C 2.991 1.948 1.456
N 2.386 2.088 0.208
C 2.165 0.872 -0.331
N 2.708 -0.015 0.522
H 3.578 0.086 2.503
H 3.248 2.778 2.090
C -2.810 -0.455 -2.633
C -0.623 0.086 -2.618
N -1.539 -0.808 -2.187
H -3.412 1.300 -3.826
N -1.320 1.032 -3.286
H -3.683 -1.044 -2.408
Au 1.353 0.276 -2.115
C 1.224 -0.818 -3.859
O 0.761 -1.837 -4.178
C -2.672 0.691 -3.327
C -0.739 2.254 -3.850
H -0.364 2.910 -3.051
H -1.521 2.778 -4.410
H 0.106 2.030 -4.512
C -1.292 -1.929 -1.285
H -2.157 -2.598 -1.317
H -1.161 -1.567 -0.254
H -0.397 -2.490 -1.577
C 2.718 -1.454 0.332
H 3.677 -1.891 0.651
H 2.551 -1.664 -0.734
H 1.910 -1.921 0.917
C 1.990 3.346 -0.404
H 2.227 3.326 -1.476
H 2.525 4.168 0.086
H 0.909 3.534 -0.291
C -1.366 1.847 0.654
Si -1.524 0.745 2.168
C -0.377 1.418 3.498
C -3.305 0.775 2.746
N -1.049 -0.874 1.758
C -0.902 -1.952 2.507
C -0.313 -3.151 1.959
C -0.126 -4.300 2.712
C -0.508 -4.328 4.060
C -1.069 -3.178 4.634
C -1.270 -2.022 3.902
H -1.435 2.893 0.988
H -2.137 1.668 -0.108
H -0.397 1.703 0.158
H -0.613 2.466 3.727
H -0.454 0.838 4.426
H 0.672 1.368 3.181
H -3.976 0.659 1.884
H -3.530 -0.030 3.456
H -3.493 1.745 3.228
H 0.000 -3.115 0.912
H 0.327 -5.185 2.259
H -0.349 -5.222 4.660
H -1.355 -3.192 5.682
H -1.712 -1.137 4.367
*
```

As for the expectation value of S²: 2.020. The calculation puts the LUMO energy (spin up / spin down) at 4.51 / 4.67 eV. As for the largest force on an atom: 4.35 eV/Å.

Table of Mulliken atomic charges, one value per atom, all in e: number 1, C, carries -1.411; number 2, I, carries -0.361; number 3, H, carries 0.352; number 4, H, carries 0.433; number 5, H, carries 0.323; number 6, C, carries -0.836; number 7, C, carries -0.572; number 8, N, carries 1.517; number 9, C, carries -1.409; number 10, N, carries 0.626; number 11, H, carries 0.435; number 12, H, carries 0.504; number 13, C, carries -0.698; number 14, C, carries -1.590; number 15, N, carries 0.396; number 16, H, carries 0.324; number 17, N, carries 1.811; number 18, H, carries 0.507; number 19, Au, carries 1.680; number 20, C, carries -0.360; number 21, O, carries -0.334; number 22, C, carries -0.639; number 23, C, carries -1.518; number 24, H, carries 0.008; number 25, H, carries 0.770; number 26, H, carries -0.031; number 27, C, carries -0.597; number 28, H, carries 0.297; number 29, H, carries 0.134; number 30, H, carries 0.329; number 31, C, carries -1.015; number 32, H, carries 0.369; number 33, H, carries 0.218; number 34, H, carries 0.326; number 35, C, carries -1.435; number 36, H, carries -0.095; number 37, H, carries 0.850; number 38, H, carries 0.136; number 39, C, carries -0.670; number 40, Si, carries -0.041; number 41, C, carries -0.819; number 42, C, carries -1.176; number 43, N, carries -0.157; number 44, C, carries 0.307; number 45, C, carries 0.030; number 46, C, carries -0.623; number 47, C, carries -0.406; number 48, C, carries -0.733; number 49, C, carries -0.182; number 50, H, carries 0.265; number 51, H, carries 0.176; number 52, H, carries -0.197; number 53, H, carries 0.321; number 54, H, carries 0.342; number 55, H, carries 0.117; number 56, H, carries 0.252; number 57, H, carries 0.301; number 58, H, carries 0.322; number 59, H, carries 0.022; number 60, H, carries 0.330; number 61, H, carries 0.305; number 62, H, carries 0.339; number 63, H, carries 0.134


No. 3
C168H96O24 | the ωB97M-V functional and the def2-TZVPD basis

Geometry as ORCA input:
```
! wB97M-V def2-TZVPD RIJCOSX def2/J DEFGRID3
* xyz 0 1
O -2.048 7.222 2.069
C -0.855 6.915 2.181
C 0.208 7.689 1.478
C -0.070 8.741 0.702
C 0.936 9.500 0.127
C 2.231 9.156 0.371
C 2.619 8.052 1.074
C 1.546 7.326 1.708
C 1.893 6.223 2.663
O 3.057 5.947 2.935
C 0.834 5.398 3.262
C 1.215 4.287 4.030
C 0.236 3.508 4.519
C -1.077 3.839 4.365
C -1.480 4.879 3.586
C -0.492 5.705 3.047
H -1.072 9.067 0.483
H 0.681 10.298 -0.584
H 2.977 9.823 -0.026
H 3.641 7.780 1.312
H 2.278 4.110 4.219
H 0.444 2.656 5.143
H -1.825 3.244 4.863
H -2.544 5.029 3.477
O -3.179 -8.117 -3.211
C -3.870 -7.124 -2.909
C -4.792 -7.206 -1.714
C -4.845 -8.377 -1.016
C -5.545 -8.432 0.173
C -6.265 -7.286 0.549
C -6.226 -6.123 -0.173
C -5.467 -6.049 -1.324
C -5.212 -4.770 -2.047
O -5.710 -3.732 -1.684
C -4.204 -4.719 -3.157
C -3.928 -3.541 -3.843
C -2.991 -3.513 -4.845
C -2.430 -4.704 -5.301
C -2.764 -5.884 -4.736
C -3.650 -5.897 -3.683
H -4.382 -9.298 -1.353
H -5.614 -9.343 0.740
H -6.959 -7.346 1.389
H -6.831 -5.243 -0.074
H -4.368 -2.581 -3.578
H -2.726 -2.564 -5.321
H -1.667 -4.583 -6.034
H -2.420 -6.839 -5.120
O 0.647 -7.068 -4.035
C 1.723 -6.577 -3.923
C 1.854 -5.072 -4.062
C 0.700 -4.222 -4.117
C 0.827 -2.871 -4.289
C 2.110 -2.365 -4.429
C 3.241 -3.126 -4.425
C 3.112 -4.465 -4.225
C 4.275 -5.398 -4.197
O 5.414 -4.957 -4.492
C 4.196 -6.888 -3.805
C 5.325 -7.701 -3.504
C 5.206 -8.921 -3.000
C 3.888 -9.442 -2.794
C 2.759 -8.734 -3.107
C 2.924 -7.433 -3.592
H -0.270 -4.655 -3.927
H -0.008 -2.196 -4.240
H 2.225 -1.306 -4.618
H 4.228 -2.696 -4.524
H 6.290 -7.224 -3.654
H 6.022 -9.583 -2.759
H 3.822 -10.495 -2.542
H 1.794 -9.224 -3.055
O -1.637 -0.092 2.357
C -1.131 -1.195 2.416
C -1.823 -2.434 2.133
C -3.141 -2.368 1.609
C -3.824 -3.579 1.401
C -3.230 -4.843 1.569
C -1.907 -4.873 2.041
C -1.194 -3.694 2.251
C 0.260 -3.690 2.639
O 0.917 -4.735 2.650
C 0.967 -2.450 3.041
C 2.220 -2.480 3.567
C 2.798 -1.316 3.951
C 2.202 -0.002 3.632
C 0.985 -0.030 3.058
C 0.308 -1.216 2.820
H -3.608 -1.385 1.474
H -4.838 -3.427 1.051
H -3.847 -5.723 1.372
H -1.373 -5.793 2.193
H 2.749 -3.397 3.751
H 3.753 -1.240 4.439
H 2.764 0.858 3.966
H 0.440 0.844 2.737
O -7.666 -0.705 -1.076
C -8.680 -1.323 -1.387
C -8.887 -1.878 -2.795
C -7.886 -1.581 -3.774
C -8.048 -2.131 -5.025
C -9.185 -2.875 -5.338
C -10.239 -3.088 -4.403
C -10.050 -2.571 -3.088
C -11.080 -2.811 -2.038
O -12.046 -3.472 -2.379
C -10.888 -2.220 -0.670
C -11.955 -2.318 0.216
C -11.841 -1.713 1.455
C -10.635 -1.132 1.810
C -9.602 -0.946 0.930
C -9.718 -1.518 -0.348
H -7.059 -0.980 -3.428
H -7.322 -1.910 -5.820
H -9.388 -3.204 -6.375
H -11.196 -3.452 -4.779
H -12.872 -2.814 -0.063
H -12.564 -1.868 2.249
H -10.528 -0.774 2.820
H -8.690 -0.421 1.195
O 10.095 1.382 2.987
C 8.955 1.418 3.423
C 8.663 1.994 4.778
C 9.708 2.324 5.628
C 9.363 2.894 6.870
C 8.075 3.099 7.223
C 7.057 2.759 6.395
C 7.333 2.169 5.120
C 6.173 1.757 4.209
O 5.035 1.856 4.515
C 6.503 1.115 2.903
C 5.480 0.623 2.098
C 5.851 -0.212 1.013
C 7.159 -0.477 0.683
C 8.133 0.087 1.444
C 7.867 0.895 2.552
H 10.746 2.202 5.352
H 10.074 3.150 7.629
H 7.789 3.539 8.151
H 6.036 2.894 6.705
H 4.458 0.867 2.405
H 5.065 -0.681 0.416
H 7.364 -1.074 -0.187
H 9.141 -0.087 1.085
O 10.029 0.506 -1.943
C 9.113 -0.126 -2.503
C 7.814 0.519 -2.704
C 7.554 1.724 -2.168
C 6.213 2.179 -2.140
C 5.249 1.520 -2.906
C 5.547 0.280 -3.463
C 6.887 -0.198 -3.433
C 7.220 -1.473 -4.065
O 6.582 -1.898 -5.058
C 8.261 -2.295 -3.523
C 8.424 -3.643 -3.821
C 9.606 -4.264 -3.452
C 10.609 -3.608 -2.709
C 10.362 -2.313 -2.242
C 9.303 -1.624 -2.764
H 8.417 2.147 -1.652
H 5.976 3.188 -1.778
H 4.205 1.830 -2.978
H 4.880 -0.321 -4.039
H 7.666 -4.198 -4.377
H 9.824 -5.299 -3.655
H 11.581 -4.070 -2.531
H 11.095 -1.797 -1.641
O -5.691 -2.661 6.974
C -6.070 -2.680 5.784
C -6.428 -3.989 5.197
C -6.326 -5.197 5.951
C -6.730 -6.409 5.377
C -7.121 -6.451 4.054
C -7.131 -5.305 3.274
C -6.795 -4.122 3.866
C -6.803 -2.864 3.018
O -6.988 -2.895 1.801
C -6.375 -1.497 3.587
C -6.206 -0.423 2.689
C -5.774 0.764 3.269
C -5.448 0.884 4.604
C -5.582 -0.199 5.433
C -5.994 -1.448 4.947
H -5.977 -5.203 6.989
H -6.709 -7.302 6.005
H -7.465 -7.364 3.606
H -7.590 -5.198 2.275
H -6.385 -0.536 1.636
H -5.762 1.684 2.699
H -5.147 1.852 5.004
H -5.454 0.030 6.491
O 1.477 -2.604 -0.468
C 1.952 -3.676 -0.637
C 3.415 -3.838 -0.827
C 4.145 -2.775 -1.376
C 5.514 -2.890 -1.469
C 6.177 -4.068 -1.045
C 5.426 -5.190 -0.685
C 4.026 -5.093 -0.675
C 3.175 -6.250 -0.367
O 3.655 -7.329 -0.086
C 1.653 -6.073 -0.452
C 0.908 -7.211 -0.603
C -0.461 -7.116 -0.870
C -1.059 -5.851 -0.932
C -0.314 -4.718 -0.819
C 1.078 -4.853 -0.641
H 3.560 -1.940 -1.729
H 6.112 -2.075 -1.865
H 7.244 -4.161 -1.241
H 5.926 -6.135 -0.504
H 1.438 -8.159 -0.627
H -1.022 -8.012 -1.080
H -2.141 -5.782 -1.067
H -0.700 -3.714 -0.905
O 0.213 -0.542 -2.144
C -0.332 0.243 -1.360
C 0.552 1.217 -0.736
C 1.934 1.068 -0.763
C 2.745 1.944 -0.158
C 2.193 3.082 0.498
C 0.852 3.315 0.470
C 0.006 2.342 -0.086
C -1.503 2.495 -0.010
O -1.974 3.580 0.374
C -2.341 1.337 -0.451
C -3.712 1.387 -0.222
C -4.532 0.377 -0.738
C -3.953 -0.736 -1.426
C -2.564 -0.729 -1.627
C -1.783 0.283 -1.163
H 2.399 0.256 -1.287
H 3.819 1.843 -0.145
H 2.940 3.729 0.953
H 0.342 4.156 0.908
H -4.095 2.244 0.328
H -5.611 0.435 -0.594
H -4.600 -1.493 -1.843
H -2.113 -1.520 -2.239
O -9.142 8.479 0.382
C -7.980 8.717 0.333
C -7.525 10.117 0.290
C -8.462 11.129 0.315
C -8.033 12.408 0.240
C -6.649 12.731 0.110
C -5.719 11.720 0.099
C -6.191 10.435 0.136
C -5.137 9.351 0.067
O -3.951 9.648 -0.112
C -5.539 7.938 0.185
C -4.508 6.961 0.321
C -4.940 5.669 0.573
C -6.296 5.319 0.651
C -7.284 6.282 0.503
C -6.953 7.588 0.299
H -9.510 10.833 0.396
H -8.746 13.208 0.257
H -6.413 13.785 0.015
H -4.652 11.875 0.037
H -3.477 7.205 0.211
H -4.210 4.882 0.677
H -6.569 4.289 0.819
H -8.325 5.961 0.599
O 8.931 8.105 -2.058
C 7.940 7.569 -1.629
C 6.560 7.950 -2.057
C 6.281 9.121 -2.762
C 5.036 9.274 -3.290
C 4.000 8.430 -3.058
C 4.219 7.286 -2.209
C 5.510 7.109 -1.697
C 5.750 5.895 -0.845
O 4.884 5.037 -0.591
C 7.117 5.684 -0.216
C 7.212 4.672 0.747
C 8.483 4.434 1.190
C 9.561 5.272 0.911
C 9.433 6.234 -0.065
C 8.163 6.480 -0.665
H 7.035 9.846 -3.016
H 4.827 10.130 -3.925
H 3.027 8.580 -3.433
H 3.439 6.589 -1.949
H 6.277 4.182 0.955
H 8.665 3.569 1.815
H 10.504 5.179 1.411
H 10.324 6.773 -0.337
*
```

The calculation puts the LUMO energy at -1.25 eV. As for the SMILES: O=C1c2ccccc2C(=O)c2ccccc21.O=C1c2ccccc2C(=O)c2ccccc21.O=C1c2ccccc2C(=O)c2ccccc21.O=C1c2ccccc2C(=O)c2ccccc21.O=C1c2ccccc2C(=O)c2ccccc21.O=C1c2ccccc2C(=O)c2ccccc21.O=C1c2ccccc2C(=O)c2ccccc21.O=C1c2ccccc2C(=O)c2ccccc21.O=C1c2ccccc2C(=O)c2ccccc21.O=C1c2ccccc2C(=O)c2ccccc21.O=C1c2ccccc2C(=O)c2ccccc21.O=C1c2ccccc2C(=O)c2ccccc21. As for the largest force on an atom: 4.09 eV/Å. The energy above the lowest of the compared OMol25 structures with the same formula, charge and spin comes out at 0.0 kcal/mol.

Atom charges from the Mulliken analysis, given in e for atoms 1 to 99: number 1, O, carries -0.771; number 2, C, carries 0.454; number 3, C, carries -0.418; number 4, C, carries 0.107; number 5, C, carries -0.932; number 6, C, carries -0.349; number 7, C, carries -1.288; number 8, C, carries 0.739; number 9, C, carries 0.397; number 10, O, carries -0.755; number 11, C, carries 0.415; number 12, C, carries -0.691; number 13, C, carries -0.407; number 14, C, carries -0.599; number 15, C, carries -0.634; number 16, C, carries 0.454; number 17, H, carries 0.828; number 18, H, carries 0.403; number 19, H, carries 0.442; number 20, H, carries 0.592; number 21, H, carries 0.633; number 22, H, carries 0.434; number 23, H, carries 0.462; number 24, H, carries 0.510; number 25, O, carries -0.755; number 26, C, carries 0.650; number 27, C, carries 0.379; number 28, C, carries -0.891; number 29, C, carries -0.725; number 30, C, carries -0.552; number 31, C, carries -0.640; number 32, C, carries 0.290; number 33, C, carries -0.276; number 34, O, carries -0.279; number 35, C, carries 0.484; number 36, C, carries -0.438; number 37, C, carries -0.582; number 38, C, carries -0.769; number 39, C, carries -0.637; number 40, C, carries 0.727; number 41, H, carries 0.499; number 42, H, carries 0.498; number 43, H, carries 0.513; number 44, H, carries 0.616; number 45, H, carries 0.689; number 46, H, carries 0.460; number 47, H, carries 0.387; number 48, H, carries 0.472; number 49, O, carries -0.592; number 50, C, carries 0.011; number 51, C, carries -0.108; number 52, C, carries 0.267; number 53, C, carries -0.111; number 54, C, carries -0.459; number 55, C, carries -0.414; number 56, C, carries 0.273; number 57, C, carries 0.238; number 58, O, carries -0.696; number 59, C, carries 0.222; number 60, C, carries -0.720; number 61, C, carries -0.929; number 62, C, carries -0.410; number 63, C, carries -1.002; number 64, C, carries 1.115; number 65, H, carries 0.205; number 66, H, carries 0.329; number 67, H, carries 0.384; number 68, H, carries 0.560; number 69, H, carries 0.477; number 70, H, carries 0.431; number 71, H, carries 0.446; number 72, H, carries 0.546; number 73, O, carries -0.698; number 74, C, carries 0.116; number 75, C, carries 0.273; number 76, C, carries -0.779; number 77, C, carries -0.121; number 78, C, carries -0.646; number 79, C, carries -0.525; number 80, C, carries 0.111; number 81, C, carries 0.988; number 82, O, carries -0.825; number 83, C, carries 0.526; number 84, C, carries -0.828; number 85, C, carries -0.792; number 86, C, carries -0.782; number 87, C, carries -0.565; number 88, C, carries 0.448; number 89, H, carries 0.553; number 90, H, carries 0.228; number 91, H, carries 0.344; number 92, H, carries 0.571; number 93, H, carries 0.639; number 94, H, carries 0.532; number 95, H, carries 0.742; number 96, H, carries 0.618; number 97, O, carries -0.621; number 98, C, carries 0.296; number 99, C, carries 0.635